(1)
The following is a quantum chemistry calculation of a structure of composition C43H50BrN4O8SiW at a distorted geometry, from OMol25.

Structure (XYZ):
```
108
Properties=species:S:1:pos:R:3:forces:R:3
H 5.9340 1.6944 -5.8404 -0.046 -0.035 0.055
H -4.7725 1.7833 -0.9945 -0.025 0.028 0.098
C -4.9129 1.7051 1.1502 -0.171 0.040 -0.237
O -6.8041 2.2891 2.4138 0.022 0.030 -0.365
H 0.6853 -5.1557 -0.9438 -0.065 0.062 0.005
H 4.1569 4.0804 -5.2250 0.072 0.008 0.054
H -0.6260 -0.8963 5.8778 -0.022 -0.043 -0.028
H 5.2263 0.4746 -4.7735 -0.025 0.078 -0.036
C -3.2296 -1.9907 -0.5898 0.008 -0.165 -0.012
C 0.4165 4.6610 -3.0393 0.029 0.012 0.000
C -4.2674 1.5354 -0.0682 -0.393 0.203 -0.460
C 1.0403 -4.4380 1.6248 0.033 0.078 0.009
H -4.6776 1.5178 3.2445 0.062 -0.022 -0.028
C -0.9536 -1.7587 3.9381 -0.198 -0.243 0.036
H -4.6410 -1.2127 -2.0093 0.027 -0.068 0.065
H 5.9216 4.0254 -5.3286 -0.045 0.011 0.041
H -0.8480 4.9157 -0.7354 0.037 -0.040 -0.010
O -6.8757 2.5041 0.1434 0.003 -0.042 0.333
H 4.3381 0.1818 -2.7880 -0.031 0.066 0.030
O -0.3666 2.0863 1.9286 -0.382 0.693 0.450
H -1.3024 -5.7005 2.1788 0.070 -0.043 -0.134
C -3.9953 -3.7507 0.8310 0.031 0.071 -0.028
H 2.1143 5.3436 -0.0822 -0.011 0.024 -0.074
C 0.5404 2.3668 2.8204 -0.237 -0.268 -0.340
C -2.9606 -2.8832 0.4511 -0.147 0.037 -0.047
H -0.8558 -4.3402 -1.2705 0.089 0.020 0.059
C -1.0765 -1.7128 5.3228 0.000 -0.003 -0.068
H -0.7483 3.1941 -1.0928 -0.049 -0.065 0.038
C 2.9405 -0.0598 4.4260 0.065 0.128 0.187
C 3.0093 3.2827 -2.7448 -0.053 0.067 0.005
C -0.1806 4.0482 -0.7295 -0.048 0.217 -0.055
C -2.9117 0.9032 2.1692 -0.098 -0.277 0.363
H 3.6043 -0.1594 5.2767 -0.019 0.074 -0.058
H -0.3433 5.4437 -2.9445 0.085 -0.050 0.001
H -0.4127 -0.9759 3.4364 -0.050 0.117 0.027
C 1.9747 3.1443 -1.8078 -0.008 0.143 -0.124
H 2.6244 5.8110 -1.7147 -0.069 -0.002 0.036
O 0.6311 3.4177 3.3871 0.397 0.692 0.656
C -1.0993 -5.5862 1.1081 -0.105 0.088 0.038
H -0.4419 -3.6178 -3.3239 0.151 -0.122 -0.030
C 1.7605 5.5502 -1.0966 -0.001 0.005 -0.010
H 3.2324 -2.0679 3.7127 -0.095 0.024 -0.047
C -2.2391 -3.7644 3.8715 0.059 0.041 -0.060
H 0.1245 3.8706 0.2958 -0.007 -0.037 0.055
C -5.4728 -2.8101 -0.8253 0.054 0.009 0.014
O -2.6096 1.0155 -2.4733 -0.792 0.155 -1.151
C -2.9846 1.0733 -0.1033 0.027 -0.137 -0.338
Si -1.2768 -2.7923 1.2860 -0.170 0.283 0.080
H 4.1706 1.5374 -5.7155 0.069 -0.018 0.030
H 5.1530 4.7083 -3.8917 -0.034 -0.044 -0.059
C -0.2644 -4.3241 0.8220 0.111 -0.281 0.005
C 0.0618 -4.2916 -0.6747 -0.027 0.006 0.006
C 1.0027 4.3359 -1.6527 0.146 -0.193 0.090
H -2.0571 -5.5661 0.5783 0.129 -0.047 0.033
C 5.1017 2.5283 -4.0172 -0.012 -0.044 -0.039
C -6.3671 2.2285 1.2468 -0.145 0.052 -0.038
C -4.1998 1.3863 2.2816 0.170 -0.190 0.421
W -0.2168 0.5436 0.7069 0.678 -1.542 -0.260
H -0.5490 -6.4756 0.7771 -0.017 0.056 0.018
H -0.0607 3.7735 -3.4638 0.015 0.065 0.022
H 1.8115 -3.7690 1.2314 -0.035 0.022 0.032
C -4.4669 -1.9406 -1.2223 0.003 -0.031 -0.013
C 2.7264 -1.1209 3.5716 0.121 -0.332 -0.169
C -2.3727 -3.7259 5.2535 0.030 0.012 -0.054
H 6.5038 1.3882 -2.7909 -0.007 0.077 -0.020
H 0.8956 -4.2170 2.6894 0.021 -0.063 -0.089
C -2.1954 0.9151 -1.3622 0.319 -0.124 0.783
C 2.2650 1.1161 4.1698 0.200 0.421 0.375
C 3.7250 1.0329 -2.5156 0.038 -0.101 -0.055
H -0.7158 -0.8290 -3.2695 -0.014 0.129 -0.100
H 1.4366 -5.4589 1.5421 -0.009 0.101 0.010
C 1.9011 1.9232 -1.1270 0.236 -0.317 -0.342
H -2.4463 -1.3167 -0.9056 0.008 -0.131 -0.061
O -0.5018 -1.4246 0.8104 -0.060 -0.318 0.289
H -2.9452 -4.4936 5.7599 0.017 -0.001 -0.014
H 7.2694 2.5984 -3.8402 -0.066 -0.044 0.055
N 1.1736 0.1532 2.2930 0.299 -0.290 0.558
H 1.0935 6.4179 -1.0548 0.056 -0.062 0.003
H -1.9003 -2.9027 -3.1634 -0.094 -0.062 0.127
N -0.9644 -2.7849 -3.5367 -0.117 0.365 -0.103
C -1.5184 -2.7856 3.1707 0.016 0.111 0.139
H 1.6148 -1.7748 1.8552 0.012 -0.211 -0.096
H -0.4002 -1.6624 -1.9146 -0.122 -0.043 0.007
C 1.8429 -0.9690 2.5256 0.242 -0.702 -0.222
C 6.3992 2.3947 -3.2054 0.052 0.008 -0.014
H 1.1752 5.0105 -3.7436 -0.036 -0.018 0.031
C 3.9150 2.2905 -3.0836 0.057 0.110 -0.099
C 5.0725 3.9214 -4.6471 -0.006 0.029 -0.037
H -2.7148 -4.5788 3.3376 0.024 0.058 0.060
C 2.7293 0.8783 -1.5906 -0.340 0.073 0.351
H -1.8848 -2.6765 7.0645 -0.011 0.006 -0.033
C 1.4053 1.1769 3.0978 -0.012 0.833 0.534
Br 2.3540 -0.8168 -0.8286 0.411 -0.286 -0.152
C 5.1067 1.4929 -5.1518 -0.031 0.005 -0.027
O 1.1669 1.6906 -0.0499 0.365 0.590 0.106
H 6.4049 3.1059 -2.3747 0.009 -0.047 -0.042
H 2.3640 1.9989 4.7894 -0.001 -0.038 -0.044
H -6.0188 -4.3913 0.5210 0.030 0.012 -0.008
C -1.7835 -2.7040 5.9859 0.003 0.020 -0.006
C -5.2323 -3.7176 0.2011 0.054 0.035 -0.009
H 3.0960 4.2428 -3.2348 0.007 -0.007 0.033
O -0.9388 0.6236 -1.0894 -0.201 0.282 -1.276
H -6.4436 -2.7772 -1.3061 0.042 0.018 0.036
N -2.3014 0.7150 0.9994 -0.668 0.577 0.221
H -2.3379 0.6434 3.0397 0.138 -0.052 0.260
H -3.8439 -4.4631 1.6354 -0.063 0.072 -0.072
N -0.2905 -1.6772 -2.9250 0.075 -0.238 -0.094
H 0.6050 -3.3829 -0.9580 -0.034 -0.104 0.024
```
Positions in Å, forces in eV/Å.

orbital gap (spin up / spin down) = 0.243 / 0.249 Eh
⟨S²⟩ = 2.012
spin multiplicity = 3
total charge = -1
E_HOMO (spin up / spin down) = -5.14 / -5.66 eV

(2)
The following is a quantum chemistry calculation of a structure of composition C37H57ClIKN2O2P2S3Si4 at a distorted geometry, from OMol25.

Structure (XYZ):
```
110
Properties=species:S:1:pos:R:3:forces:R:3
H 4.5221 1.6572 0.0755 -0.033 0.016 -0.002
H 0.0776 1.6991 5.1842 -0.004 0.013 0.008
C -3.2353 -2.0207 1.6181 -0.035 -0.006 0.036
C 0.6391 3.7838 5.0500 0.039 0.187 -0.022
C -4.8003 -3.7405 2.2943 0.005 0.005 0.006
H -5.4522 -5.0699 0.7396 0.004 0.002 -0.004
C 5.8983 -1.3799 -0.7716 -0.015 0.006 -0.027
I -1.4724 4.1553 -1.6550 0.037 0.035 0.094
H -0.3941 6.5234 0.0506 0.004 0.010 0.004
H -4.2701 -0.4244 -1.4775 -0.010 0.005 0.024
H 1.9789 -5.0187 -2.1453 -0.007 0.041 0.012
H 1.3040 -4.3388 -4.4826 0.018 -0.014 0.037
H -3.9259 0.1483 3.5221 0.005 -0.016 0.010
Cl 0.6966 7.4453 2.4831 0.019 0.033 0.032
S -0.2684 0.7093 -3.4923 -0.067 0.313 0.144
C -0.7613 -3.0356 -7.5118 -0.020 0.016 -0.012
C -3.3298 0.5881 2.7188 0.045 0.075 -0.065
H -2.0287 -2.1606 -3.2935 -0.019 -0.028 0.008
H 0.8377 -3.6733 -2.0193 0.011 -0.018 -0.014
H -3.9630 -2.2857 3.6181 0.002 0.001 -0.004
C -0.8533 4.4481 0.3203 -0.017 -0.108 -0.157
H 4.5154 0.6955 1.5679 0.008 0.003 -0.002
C -0.2414 -4.3226 -7.5206 -0.030 0.001 -0.060
C -4.8397 -4.2112 0.9900 -0.015 -0.012 0.013
C -4.0916 -3.5873 0.0028 0.002 -0.012 -0.021
H 5.0655 -5.2750 -0.8385 0.036 0.014 0.005
H 3.0256 3.5467 -0.4162 0.001 -0.024 0.015
H 2.9717 -3.5032 4.9029 0.008 0.006 -0.006
S -1.0374 -0.5957 -6.0873 0.077 -0.091 0.090
H 5.4826 -1.0314 2.7706 -0.016 -0.020 0.000
C -3.2171 -0.1786 -1.3218 0.006 0.082 -0.035
C 0.1006 5.8625 2.0115 -0.023 0.025 -0.145
H 2.7143 -6.0682 1.8065 -0.014 -0.006 -0.038
H -1.9835 -1.4236 4.3322 0.009 0.001 0.005
H 1.0401 5.8329 4.5832 0.007 0.005 0.010
H 1.0315 3.8264 6.0583 0.002 0.006 0.000
H 5.4430 -0.4504 -1.1248 0.009 0.006 0.032
C 0.1055 2.5848 4.5542 -0.060 -0.141 -0.101
H 4.8109 -2.4649 -3.4036 0.017 -0.011 0.038
H 0.3109 -5.3296 -1.6604 0.001 0.005 0.048
O 1.8733 1.4765 0.9778 0.258 0.276 0.263
C 5.1496 -4.3072 2.7794 -0.087 0.067 -0.057
C 0.2171 -2.6884 -5.3024 -0.059 0.044 -0.100
H 3.3051 -6.2738 0.1544 -0.004 0.008 0.035
C 0.4994 -4.7888 -6.4351 0.030 -0.041 0.034
H -2.7438 1.4284 3.0950 -0.039 -0.009 -0.003
H -2.8046 0.2879 -2.2200 -0.010 -0.003 0.021
C -0.8620 3.2921 1.1434 -0.017 -0.246 -0.060
H 0.1964 -4.0335 2.2774 -0.023 -0.029 -0.074
P -2.2109 -1.6754 -0.9738 -0.049 -0.173 -0.107
H 3.7248 -3.7986 -3.0183 -0.022 0.028 0.014
C -1.2937 -1.1665 3.5241 -0.016 -0.014 0.042
P -2.1288 -0.5931 1.9930 0.041 -0.079 0.048
H -3.1131 0.5367 -0.5035 -0.021 0.032 -0.011
H 0.8982 -5.7967 -6.4558 0.000 0.010 0.008
H 1.7015 -6.8786 0.6005 -0.012 0.022 -0.011
C 2.5071 -3.4100 3.9151 0.039 0.028 -0.052
H -0.4150 -4.9657 -8.3759 0.008 0.003 0.013
K 0.2069 0.3024 -0.1545 -0.304 -0.715 -0.714
H -0.6716 -2.0310 3.2895 0.005 0.011 0.008
C -2.5802 -2.6444 -2.4853 -0.019 0.017 0.001
H -0.6126 -3.5049 0.7997 -0.029 0.055 0.006
C 1.1416 -4.6209 -1.5637 -0.001 0.009 0.068
C 4.6954 -1.4343 3.4153 -0.113 -0.038 -0.038
C 2.9230 3.8499 0.6261 -0.008 -0.056 0.119
H -2.1928 -3.6600 -2.3871 0.001 0.003 -0.017
H 3.9713 -0.6366 3.6113 0.038 0.010 -0.034
C 0.6473 4.8858 4.2387 -0.011 -0.133 0.085
C -3.2840 -2.4863 0.2929 -0.027 -0.075 0.018
H -1.3386 -2.6679 -8.3525 0.008 -0.010 0.005
N 0.3787 -1.8000 -4.2656 0.054 -0.054 0.059
C 2.4158 -6.0613 0.7536 -0.049 0.083 0.033
C -0.1985 -0.6497 -4.4863 0.018 -0.293 -0.218
H 5.3094 -4.5684 3.8320 -0.023 0.031 0.006
Si 4.6346 -2.7991 -0.9143 0.135 -0.158 -0.170
H -3.9915 0.9592 1.9350 0.002 0.003 0.005
C 0.7331 -3.9867 -5.3304 -0.039 0.070 -0.019
H 4.8705 -5.2144 2.2386 0.018 0.030 0.007
C 0.0200 -4.2859 1.2265 0.041 -0.013 0.096
H 3.1579 -2.1375 -2.8573 0.009 -0.019 -0.003
H -3.6423 -2.6697 -2.7432 0.000 -0.014 0.011
O -1.2330 2.1599 0.7639 -0.227 0.436 0.129
H 2.0214 -4.3618 3.6819 0.021 0.038 -0.014
Si 3.8186 -2.9362 2.6134 0.220 -0.109 0.209
H 5.1559 -1.7113 4.3700 -0.007 -0.022 -0.003
C 4.4656 1.7048 1.1625 -0.103 0.011 0.071
H 6.3966 -4.4422 -1.6552 -0.020 0.042 -0.017
H -5.3802 -4.2253 3.0711 -0.001 0.001 -0.003
C 4.0227 -2.7907 -2.7154 0.049 0.044 0.057
H 6.7890 -1.5725 -1.3794 -0.011 -0.005 -0.005
H 6.2879 -4.4252 0.1118 -0.044 -0.012 -0.011
H 3.7589 4.4767 0.9411 -0.008 -0.029 0.018
H 1.7307 -2.6419 3.9772 -0.005 -0.031 -0.017
S 2.8538 2.3595 1.6420 0.593 0.390 -0.016
H 1.9855 4.3852 0.7693 -0.023 0.002 0.002
H -0.5356 -5.2295 1.1925 0.003 0.008 -0.025
C 5.7015 -4.3862 -0.8095 -0.068 0.096 0.040
H 5.2621 2.3244 1.5774 -0.028 0.000 0.004
C -0.3871 5.6876 0.7381 0.024 0.032 0.136
C -0.5322 -2.2275 -6.4080 0.015 0.082 0.097
H 6.2190 -1.2268 0.2638 -0.014 -0.013 -0.021
C 0.1370 4.7872 2.9262 -0.041 -0.098 -0.063
H -4.1347 -3.9753 -1.0070 0.013 0.016 0.008
H 6.1063 -3.9610 2.3763 -0.032 -0.008 -0.018
C -4.0009 -2.6488 2.5965 0.000 -0.019 -0.025
Si 1.6448 -4.3826 0.2536 -0.011 -0.240 -0.118
N -0.3733 2.4530 3.3407 0.065 -0.045 0.095
Si 2.8669 -2.4213 0.5466 -0.110 0.124 0.123
C -0.3557 3.5151 2.5086 0.044 0.254 0.083
H -0.6451 -0.3492 3.8469 -0.001 -0.017 0.011
```
Positions in Å, forces in eV/Å.

orbital gap = 0.195 Eh
total charge = -2
E_HOMO = -1.70 eV

(3)
The following is a quantum chemistry calculation of a cluster of 2 separate species, C5H11O2S in total at a distorted geometry, from OMol25.

Structure (XYZ):
```
19
Properties=species:S:1:pos:R:3:forces:R:3
H -1.2793 3.0854 -0.2882 -1.347 0.174 -0.177
H -0.4363 -0.5443 -2.7544 -0.165 0.518 0.005
H -0.7945 -1.2134 -1.1250 0.530 0.202 0.163
O -0.9542 -0.4335 1.8583 0.418 -2.868 0.162
O -2.2243 1.3509 2.0201 -1.901 1.499 0.251
H -0.0678 1.0520 -0.4014 -0.468 -1.151 -1.728
H 0.5861 -1.5369 0.3528 2.496 0.089 -0.385
H 0.2975 3.4403 0.0490 1.603 1.069 -0.280
S 1.6979 -1.3038 -1.8620 -2.115 -0.128 1.202
C -0.2010 -1.3094 -2.0327 0.706 -2.146 -2.107
C -1.3272 0.6877 1.5532 3.076 1.101 -1.423
H -0.7899 3.2756 1.5450 0.256 -0.295 -2.713
C -0.5242 2.9211 0.4374 -0.145 -0.672 3.319
H 2.5099 -1.4839 0.4210 0.318 0.710 0.568
C -0.2023 1.4314 0.5629 -1.997 0.922 1.536
H -0.5067 -2.2916 -2.5856 0.537 1.504 1.208
H 1.6578 -2.9074 -0.0171 0.097 -0.466 -0.215
H 0.7673 1.2375 0.9736 0.559 0.117 0.888
C 1.6407 -1.8295 -0.0880 -2.458 -0.179 -0.274
```
Positions in Å, forces in eV/Å.

orbital gap = 0.256 Eh
total charge = -1
E_HOMO = -3.92 eV